A structure of composition C18H26N2O3 at a distorted geometry, computed with ωB97M-V/def2-TZVPD.

Geometry (Å):
C 2.9887 3.3230 -0.4735
C 2.4674 2.2801 -1.4923
C 2.1528 1.0614 -0.8105
C 3.3029 0.1939 -0.3520
H 3.9822 0.0379 -1.3073
C 2.9339 -1.3066 0.1657
H 2.4709 -1.8997 -0.5643
C 4.2748 -1.8919 0.4027
C 5.2332 -2.0639 -0.7159
H 5.7145 -1.1800 -0.9709
H 6.0688 -2.4962 -0.2749
H 4.7070 -2.4933 -1.5640
H 4.7883 -1.5232 1.2155
H 4.0756 -2.8139 0.9594
C 1.9807 -1.3081 1.1547
N 0.5488 -1.2707 0.9694
C -0.2510 -0.5255 1.3555
O -0.0979 0.4295 2.2286
C -1.5450 -0.4875 0.5708
O -1.8886 -1.6852 0.3252
C -2.6463 0.4966 0.4531
C -2.3131 1.9118 0.9793
C -3.0838 2.9827 0.8096
C -4.4661 2.6852 0.5772
C -4.8370 1.5301 -0.1311
C -3.8690 0.3011 0.1487
N -4.3509 -1.1869 -0.1512
C -5.5702 -1.3072 -0.5104
O -6.6832 -0.8271 -0.4549
C -5.5553 -2.9999 -0.6559
H -4.8865 -3.0866 -1.5828
H -5.2990 -3.5090 0.0445
H -6.5563 -3.2526 -0.9784
H -3.6229 -1.8116 -0.1382
H -5.8925 1.1128 -0.1637
H -5.0601 3.6593 0.3897
H -2.7141 3.8767 0.7985
H -1.1738 2.0223 1.3716
H 0.2731 -1.9049 0.2197
H 2.0285 -2.0975 1.9319
H 2.2168 -0.5331 2.1310
H 3.5698 0.8367 0.7434
H 1.2579 1.1435 0.1029
H 1.3830 0.1931 -1.4463
H 1.2805 2.7584 -1.9686
H 3.1439 2.0365 -2.3405
H 2.3874 3.3688 0.3555
H 3.1852 4.1276 -1.0341
H 3.9459 3.0932 -0.3224

Output
* energy relative to the best compared isomer or geometry (same formula, charge and spin): 14.870 eV
* HOMO level: -8.8 eV
* total charge: 0
* orbital gap: 8.02 eV